# C27H21N7RhSe

A structure of composition C27H21N7RhSe (wB97M-V/def2-TZVPD, the OMol25 dataset).

XYZ file:
```
57
Properties=species:S:1:pos:R:3
Rh -0.48 -0.92 0.26
C -1.34 2.53 -3.90
C -0.15 1.88 -3.63
C 0.12 1.41 -2.36
C -0.81 1.59 -1.34
C -2.01 2.24 -1.61
C -2.27 2.71 -2.88
N -0.58 1.07 -0.02
C -0.76 1.87 1.03
C -0.52 3.28 0.89
C -0.64 4.15 1.93
C -1.06 3.73 3.22
C -1.32 2.42 3.41
C -1.19 1.45 2.35
N -1.57 0.22 2.73
N -1.47 -0.73 1.90
C -1.64 -2.09 2.25
C -2.29 -2.66 3.32
C -2.29 -4.05 3.36
C -1.67 -4.78 2.36
C -1.03 -4.11 1.33
N -1.02 -2.78 1.28
H -1.55 2.90 -4.90
H 0.58 1.73 -4.42
H 1.05 0.91 -2.15
H -2.75 2.35 -0.82
H -3.21 3.21 -3.09
H -0.19 3.64 -0.08
H -0.40 5.19 1.76
H -1.16 4.44 4.02
H -1.65 2.03 4.36
H -2.78 -2.04 4.07
H -2.80 -4.56 4.17
H -1.68 -5.86 2.38
H -0.55 -4.64 0.51
N 1.25 -0.60 1.41
C 2.30 -0.17 0.51
C 3.25 0.75 0.82
C 4.26 1.05 -0.12
C 4.30 0.43 -1.33
C 3.29 -0.50 -1.69
C 3.20 -1.15 -2.95
C 2.13 -1.94 -3.23
C 1.10 -2.08 -2.27
N 1.18 -1.53 -1.08
C 2.27 -0.77 -0.77
H 1.44 -1.55 1.72
H 1.21 -0.01 2.24
H 3.26 1.23 1.79
H 5.01 1.78 0.14
H 5.09 0.65 -2.04
H 3.97 -0.98 -3.69
H 2.03 -2.44 -4.19
H 0.20 -2.64 -2.50
Se -3.39 -3.67 -1.90
C -2.45 -2.27 -1.43
N -1.82 -1.31 -1.13
```

Results
charge = +1
frontier orbital gap (alpha / beta) = 6.1 / 6.1 eV
electronic energy = -3936.5715 Eh
energy relative to the best compared isomer or geometry (same formula, charge and spin) = 17.2 kcal per mole
LUMO energy (alpha / beta) = -4.049 / -4.051 eV

Here are the Löwdin charges for atoms 1 to 6, given in e: Rh 1.146; C -0.072; C -0.066; C -0.025; C -0.301; C -0.027

=====

# C8H19NO

A structure of composition C8H19NO (wB97M-V/def2-TZVPD, the OMol25 dataset).

XYZ file:
```
29
Properties=species:S:1:pos:R:3
C 1.77 0.29 2.12
C 0.80 -0.09 3.07
N 1.13 -0.39 0.48
O 1.91 1.65 1.86
H 1.09 2.07 2.16
H 2.78 -0.13 2.12
H 0.92 -1.35 0.75
H 1.88 -0.43 -0.20
H -0.80 0.19 1.82
H 0.76 -1.15 3.32
H 0.54 0.59 3.87
C -0.87 -0.90 -1.09
C 0.11 -1.66 -1.98
C -2.04 -0.41 -1.95
C 0.33 1.39 -1.12
C -0.24 0.26 -0.27
C -1.12 0.73 0.83
H -1.28 -1.60 -0.35
H 0.56 -1.01 -2.73
H 0.91 -2.14 -1.42
H -0.42 -2.45 -2.52
H -2.55 -1.26 -2.41
H -1.68 0.24 -2.76
H -2.77 0.16 -1.37
H 0.90 2.06 -0.49
H 0.98 1.02 -1.91
H -0.49 1.95 -1.58
H -0.94 1.77 1.10
H -2.19 0.61 0.64
```

Results
frontier orbital gap = 7.0 eV
electronic energy = -446.0854 Eh
energy relative to the best compared isomer or geometry (same formula, charge and spin) = 92.4 kcal per mole
LUMO energy = 0.774 eV

Here are the Löwdin charges for atoms 1 to 6, given in e: C -0.386; C -0.142; N 0.096; O -0.039; H 0.085; H 0.120

=====

# C9H14O

A cluster of 2 separate species, C9H14O in total (wB97M-V/def2-TZVPD, the OMol25 dataset).

XYZ file:
```
24
Properties=species:S:1:pos:R:3
C 1.66 2.00 2.00
C -0.86 -0.49 0.94
C -0.32 0.62 1.46
C -0.08 -1.58 0.53
C 1.06 0.67 1.57
C 1.31 -1.40 0.35
C 1.87 -0.26 0.98
O -0.57 -2.78 0.01
H -1.94 -0.75 0.97
H -0.97 1.34 1.81
H -1.53 -3.03 0.45
H 1.96 -2.03 -0.24
H 1.03 2.66 2.66
H 2.02 2.54 1.09
H 3.02 -0.16 0.92
H 2.63 1.87 2.52
C -1.30 0.85 -2.27
C -1.28 -0.70 -2.19
H -0.62 1.24 -3.16
H -2.32 1.29 -2.41
H -0.95 1.41 -1.45
H -1.51 -1.13 -3.10
H -0.24 -1.13 -1.95
H -2.08 -1.04 -1.47
```

Results
charge = -1
frontier orbital gap (alpha / beta) = 3.0 / 7.5 eV
expectation value of S² = 0.76
multiplicity = 2
electronic energy = -426.4700 Eh
energy relative to the best compared isomer or geometry (same formula, charge and spin) = 34.1 kcal per mole
LUMO energy (alpha / beta) = 4.009 / 3.907 eV

Here are the Löwdin charges for atoms 1 to 6, given in e: C -0.116; C -0.163; C -0.163; C -0.420; C -0.368; C -0.113

=====

# C4H12NO

A cluster of 2 separate species, C4H12NO in total (wB97M-V/def2-TZVPD, the OMol25 dataset).

XYZ file:
```
18
Properties=species:S:1:pos:R:3
O 0.74 0.24 -1.61
C 2.07 -0.11 -1.10
C 2.21 0.30 0.38
N 0.93 0.22 0.95
C -2.11 -0.86 0.42
C -2.34 0.58 0.04
H 0.31 0.31 -0.74
H 2.81 0.39 -1.75
H 2.17 -1.20 -1.22
H 2.59 1.32 0.63
H 2.99 -0.29 0.85
H -1.81 -1.36 -0.52
H 0.90 -0.34 1.82
H -1.20 -0.93 1.04
H -2.90 -1.45 0.81
H -3.01 1.11 0.75
H -2.80 0.75 -0.92
H -1.53 1.32 0.15
```

Results
charge = +1
frontier orbital gap = 5.0 eV
electronic energy = -289.1046 Eh
energy relative to the best compared isomer or geometry (same formula, charge and spin) = 169.6 kcal per mole
LUMO energy = -9.878 eV

Here are the Löwdin charges for atoms 1 to 6, given in e: O 0.030; C -0.124; C -0.151; N 0.343; C -0.148; C -0.174

=====

# C7H14N3ORu

A structure of composition C7H14N3ORu (wB97M-V/def2-TZVPD, the OMol25 dataset).

XYZ file:
```
26
Properties=species:S:1:pos:R:3
C -2.70 2.19 -2.24
Ru 1.19 -0.01 -2.23
N 1.25 -1.61 -3.47
H 0.06 0.57 -3.11
H 2.21 -1.84 -3.77
H -3.56 1.57 -2.31
H -2.68 2.93 -3.05
H -1.84 1.51 -2.33
H -2.63 2.70 -1.27
H 0.88 -2.45 -3.03
H 0.71 -1.44 -4.32
N -0.03 -1.20 4.44
C 0.84 -0.39 3.80
O 1.79 0.14 4.36
C 0.62 -0.20 2.33
C -0.39 -0.84 1.59
C -0.44 -0.61 0.20
N 0.48 0.19 -0.40
C 1.42 0.84 0.30
C 1.53 0.67 1.67
H 0.11 -1.28 5.44
H -0.88 -1.58 4.04
H -1.15 -1.51 2.02
H -1.17 -1.02 -0.51
H 2.04 1.48 -0.34
H 2.34 1.20 2.19
```

Results
charge = +1
frontier orbital gap (alpha / beta) = 6.2 / 8.1 eV
expectation value of S² = 6.01
multiplicity = 5
electronic energy = -609.1477 Eh
LUMO energy (alpha / beta) = -4.093 / -4.966 eV

Here are the Löwdin charges for atoms 1 to 6, given in e: C -0.050; Ru 0.976; N -0.114; H -0.101; H 0.075; H 0.002

=====

# C21H22N2O5S

An isolated molecule of C21H22N2O5S (wB97M-V/def2-TZVPD, the OMol25 dataset).

XYZ file:
```
51
Properties=species:S:1:pos:R:3
C -5.10 3.20 -1.73
C -3.70 3.18 -1.22
C -2.63 2.96 -2.08
C -1.33 2.96 -1.61
C -1.10 3.19 -0.27
S 0.56 3.11 0.40
O 1.52 3.16 -0.66
O 0.70 4.06 1.46
N 0.59 1.58 1.12
C 0.33 1.55 2.54
C 0.24 0.47 0.35
C -0.46 -0.61 0.88
C -0.76 -1.73 0.11
C -0.38 -1.77 -1.22
O -0.60 -2.84 -2.07
C -1.06 -4.04 -1.50
C -0.11 -4.59 -0.41
O -0.51 -5.27 0.51
N 1.18 -4.26 -0.63
C 2.20 -4.40 0.39
C 2.49 -3.09 1.03
C 2.46 -2.68 2.33
C 2.83 -1.31 2.33
C 3.06 -0.99 1.03
O 2.85 -2.05 0.24
C 0.30 -0.69 -1.77
C 0.61 0.41 -1.00
C -2.14 3.43 0.60
C -3.44 3.43 0.13
H -5.20 2.58 -2.62
H -5.80 2.85 -0.97
H -5.38 4.22 -2.00
H -2.82 2.77 -3.13
H -0.49 2.80 -2.27
H 0.85 0.71 2.99
H -0.74 1.48 2.77
H 0.72 2.48 2.95
H -0.76 -0.62 1.92
H -1.27 -2.55 0.58
H -1.10 -4.76 -2.32
H -2.06 -3.95 -1.07
H 1.39 -3.63 -1.39
H 1.82 -5.10 1.14
H 3.10 -4.81 -0.07
H 2.21 -3.28 3.18
H 2.94 -0.67 3.18
H 3.34 -0.07 0.55
H 0.60 -0.74 -2.80
H 1.18 1.22 -1.42
H -1.92 3.63 1.64
H -4.26 3.62 0.80
```

Results
frontier orbital gap = 8.7 eV
electronic energy = -1697.3140 Eh
energy relative to the best compared isomer or geometry (same formula, charge and spin) = 47.9 kcal per mole
LUMO energy = 0.590 eV
SMILES = Cc1ccc(S(=O)(=O)N(C)c2ccc(OCC(=O)NCc3ccco3)cc2)cc1

Here are the Löwdin charges for atoms 1 to 6, given in e: C -0.046; C -0.266; C -0.022; C -0.048; C -0.269; S 0.699

=====

# C4H12N2O

An isolated molecule of C4H12N2O (wB97M-V/def2-TZVPD, the OMol25 dataset).

XYZ file:
```
19
Properties=species:S:1:pos:R:3
C 2.29 0.15 -0.32
C 0.87 -0.07 -0.83
C -0.17 0.00 0.29
C -0.01 -1.14 1.28
N -1.50 -0.09 -0.31
N -1.69 0.89 -1.28
O -2.50 -0.01 0.70
H 2.36 1.10 0.22
H 2.61 -0.65 0.34
H 2.98 0.19 -1.17
H 0.63 0.69 -1.57
H 0.79 -1.04 -1.31
H -0.07 0.97 0.82
H -0.01 -2.09 0.75
H -0.84 -1.16 1.99
H 0.92 -1.04 1.84
H -1.75 1.84 -0.89
H -2.54 0.69 -1.79
H -2.37 0.78 1.24
```

Results
frontier orbital gap = 10.5 eV
electronic energy = -344.2763 Eh
energy relative to the best compared isomer or geometry (same formula, charge and spin) = 68.2 kcal per mole
LUMO energy = 1.020 eV
SMILES = CC[C@H](C)N(N)O

Here are the Löwdin charges for atoms 1 to 6, given in e: C -0.106; C -0.229; C -0.398; C -0.049; N -0.258; N 0.037

=====

# C3H6N2O

A cluster of 2 separate species, C3H6N2O in total (wB97M-V/def2-TZVPD, the OMol25 dataset).

XYZ file:
```
12
Properties=species:S:1:pos:R:3
N 1.33 -1.51 -1.07
C 0.14 -1.82 -1.02
N -1.06 -2.06 -1.13
H 1.66 -1.03 -0.24
H -1.39 -2.93 -0.75
C 0.09 1.69 0.09
C -0.36 0.85 1.25
O 0.07 -0.25 1.50
H 0.59 1.07 -0.66
H 0.80 2.45 0.46
H -0.75 2.22 -0.36
H -1.12 1.32 1.92
```

Results
frontier orbital gap = 11.1 eV
electronic energy = -302.6294 Eh
energy relative to the best compared isomer or geometry (same formula, charge and spin) = 40.0 kcal per mole
LUMO energy = 0.970 eV
SMILES = N=C=N.CC=O

Here are the Löwdin charges for atoms 1 to 6, given in e: N 0.129; C -0.400; N 0.136; H 0.055; H 0.069; C -0.052

=====

# C4H4O2

An isolated molecule of C4H4O2 (wB97M-V/def2-TZVPD, the OMol25 dataset).

XYZ file:
```
10
Properties=species:S:1:pos:R:3
C -0.05 0.28 2.62
C 0.10 -0.12 1.49
C 0.46 -0.58 0.13
O 1.22 -1.49 -0.04
C -0.22 0.20 -1.00
O 0.10 -0.41 -2.23
H -0.16 0.54 3.66
H 0.19 1.26 -0.91
H -1.31 0.23 -0.81
H -0.33 0.11 -2.90
```

Results
frontier orbital gap = 10.8 eV
electronic energy = -305.2025 Eh
energy relative to the best compared isomer or geometry (same formula, charge and spin) = 48.3 kcal per mole
LUMO energy = 0.336 eV
SMILES = C#CC(=O)CO

Here are the Löwdin charges for atoms 1 to 6, given in e: C 0.146; C -0.032; C -0.412; O 0.133; C -0.205; O -0.037

=====

# C21H53N3O7

A cluster of 4 separate species, C21H53N3O7 in total (wB97M-V/def2-TZVPD, the OMol25 dataset).

XYZ file:
```
84
Properties=species:S:1:pos:R:3
C -2.50 1.01 -3.58
O -2.77 1.05 -2.20
C -3.33 2.23 -1.66
C -2.51 3.47 -1.91
N -1.17 3.51 -1.34
C -1.06 3.12 0.07
C 0.39 2.79 0.31
O 0.85 1.73 -0.51
C 0.27 0.47 -0.25
H -2.08 1.95 -3.96
H -3.41 0.79 -4.14
H -1.77 0.23 -3.76
H -3.44 2.01 -0.60
H -4.34 2.42 -2.06
H -3.04 4.35 -1.51
H -2.46 3.73 -2.97
H -0.53 2.99 -1.91
H -1.59 2.16 0.15
H -1.49 3.90 0.69
H 0.63 2.60 1.36
H 1.04 3.63 0.02
H 0.47 0.14 0.78
H 0.76 -0.25 -0.90
H -0.80 0.43 -0.47
C -4.74 3.14 1.60
O -3.49 2.52 1.82
C -3.62 1.38 2.62
C -2.30 0.83 3.14
N -1.47 1.88 3.65
C -0.18 1.47 4.16
C 0.55 2.62 4.78
O 0.84 3.57 3.78
C 1.78 4.53 4.19
H -5.34 3.17 2.51
H -5.24 2.64 0.77
H -4.53 4.16 1.26
H -4.14 0.57 2.06
H -4.28 1.52 3.49
H -1.79 0.16 2.44
H -2.58 0.24 4.02
H -1.46 2.78 3.20
H 0.45 1.18 3.29
H -0.31 0.66 4.87
H 1.46 2.25 5.27
H -0.07 3.07 5.57
H 2.77 4.12 4.43
H 1.43 5.06 5.09
H 1.95 5.20 3.35
C 2.68 -1.84 2.31
O 1.72 -2.40 1.47
C 2.18 -2.82 0.21
C 1.09 -3.70 -0.40
N 0.50 -4.64 0.55
C 0.92 -6.01 0.37
C 0.52 -6.62 -0.96
O 0.57 -8.03 -0.93
C 1.84 -8.58 -1.17
H 3.49 -2.56 2.51
H 2.26 -1.67 3.31
H 3.17 -0.93 1.94
H 3.14 -3.36 0.24
H 2.41 -1.98 -0.46
H 1.53 -4.22 -1.25
H 0.33 -3.04 -0.84
H 0.67 -4.32 1.49
H 0.48 -6.65 1.13
H 2.02 -6.10 0.51
H 1.16 -6.26 -1.78
H -0.50 -6.32 -1.24
H 1.69 -9.56 -1.62
H 2.42 -8.63 -0.24
H 2.41 -7.98 -1.90
C 1.79 0.11 -5.45
C 2.38 1.17 -4.56
C 2.88 0.71 -3.21
O 3.60 1.67 -5.21
H 2.51 -0.69 -5.61
H 1.45 0.58 -6.37
H 0.89 -0.30 -4.95
H 1.74 2.05 -4.44
H 3.37 1.43 -2.56
H 3.53 -0.15 -3.35
H 2.05 0.38 -2.57
H 3.33 2.12 -6.01
```

Results
frontier orbital gap = 9.0 eV
electronic energy = -1522.6889 Eh
energy relative to the best compared isomer or geometry (same formula, charge and spin) = 0.0 kcal per mole
LUMO energy = 0.760 eV
SMILES = COCCNCCOC.COCCNCCOC.COCCNCCOC.CC(C)O

Here are the Löwdin charges for atoms 1 to 6, given in e: C -0.099; O -0.192; C -0.221; C -0.218; N -0.047; C -0.196

=====

# C4H7Cl2NSi

A cluster of 2 separate species, C4H7Cl2NSi in total (wB97M-V/def2-TZVPD, the OMol25 dataset).

XYZ file:
```
15
Properties=species:S:1:pos:R:3
C 1.49 -1.60 -1.25
C 0.05 0.99 2.11
C 0.38 -1.99 -2.00
C 0.25 1.09 0.59
N 2.50 -1.27 -0.79
Si -1.22 0.36 -0.39
Cl -2.89 0.01 0.72
Cl -1.93 1.31 -1.95
H -0.09 -0.10 2.45
H 1.04 1.34 2.49
H -0.87 1.54 2.30
H -0.27 -2.75 -1.76
H 0.02 -1.52 -2.96
H 1.10 0.44 0.21
H 0.44 2.17 0.23
```

Results
frontier orbital gap (alpha / beta) = 8.1 / 6.4 eV
electronic energy = -1421.2207 Eh
energy relative to the best compared isomer or geometry (same formula, charge and spin) = 88.4 kcal per mole
LUMO energy (alpha / beta) = -0.996 / -1.372 eV

Here are the Löwdin charges for atoms 1 to 6, given in e: C -0.388; C -0.192; C -0.007; C -0.419; N 0.131; Si -0.155

=====

# C2H2S5

An isolated molecule of C2H2S5 (wB97M-V/def2-TZVPD, the OMol25 dataset).

XYZ file:
```
9
Properties=species:S:1:pos:R:3
C -0.06 0.62 -0.33
C -0.06 -0.72 -0.36
S 1.52 1.46 -0.30
S 1.49 -1.55 -0.33
S 2.64 -0.02 0.56
S -1.50 1.61 -0.41
S -1.50 -1.72 -0.38
H -1.31 2.35 0.73
H -1.21 -2.02 0.82
```

Results
frontier orbital gap (alpha / beta) = 5.8 / 7.1 eV
expectation value of S² = 2.01
multiplicity = 3
electronic energy = -2068.2323 Eh
energy relative to the best compared isomer or geometry (same formula, charge and spin) = 4.1 kcal per mole
LUMO energy (alpha / beta) = 0.012 / -2.329 eV

Here are the Löwdin charges for atoms 1 to 6, given in e: C -1.143; C -1.174; S 0.498; S 0.492; S 0.110; S 0.729

=====

Q: electronic energy of number 4 (C4H12NO)?
A: -289.1046 Eh